Here is a molecular structure, C18H30CeNO2P2 in a non-equilibrium geometry from OMol25. Energies are from ωB97M-V/def2-TZVPD.

Output
- M: 494.51 g mol⁻¹
- HOMO (alpha / beta): -17.5 / -17.5 eV
- Net charge: +3

Element x y z (Å)
Ce: 0.086 -0.303 0.440
P: -2.518 0.227 -0.342
C: -2.182 0.826 -2.070
C: -0.779 1.194 -2.482
N: 0.310 0.881 -1.737
C: 1.555 1.253 -2.146
C: 1.725 1.878 -3.373
C: 0.627 2.201 -4.164
C: -0.639 1.871 -3.679
C: 2.761 1.047 -1.242
P: 2.851 -0.521 -0.220
H: -1.546 2.133 -4.204
H: 2.741 2.117 -3.690
H: 0.737 2.707 -5.128
H: 3.664 1.039 -1.878
H: 2.851 1.892 -0.529
H: -2.557 0.065 -2.729
H: -2.846 1.696 -2.190
H: -1.715 -3.860 -3.967
O: -1.940 -4.532 -4.605
H: -2.024 -4.022 -5.429
H: -2.322 -3.544 1.622
O: -1.632 -2.844 1.458
H: -0.803 -3.373 1.561
C: 3.364 -1.704 -1.510
H: 4.364 -1.485 -1.902
H: 3.382 -2.701 -1.056
H: 2.644 -1.703 -2.336
C: 4.375 -0.355 0.752
H: 4.449 -1.237 1.399
H: 5.284 -0.312 0.142
H: 4.333 0.535 1.391
C: -3.525 1.584 0.330
H: -4.576 1.452 0.036
H: -3.454 1.580 1.427
H: -3.148 2.542 -0.046
C: -3.791 -1.061 -0.594
H: -3.705 -1.805 0.209
H: -4.795 -0.629 -0.545
H: -3.660 -1.577 -1.553
C: 0.174 1.587 1.791
C: 0.165 0.848 3.077
C: -1.004 0.175 3.524
C: -1.045 -0.379 4.804
C: 0.102 -0.375 5.604
C: 1.294 0.185 5.113
C: 1.350 0.738 3.847
H: -0.772 2.082 1.493
H: 1.105 2.098 1.481
H: -1.884 0.129 2.869
H: -1.958 -0.837 5.184
H: 0.063 -0.741 6.626
H: 2.195 0.169 5.723
H: 2.270 1.168 3.445

Cartesian forces (eV/Å) of the 2 atoms listed first:
0.10 0.10 1.82
-1.90 0.30 -1.32

For each atom in turn, the Löwdin charge in e is: 1.1906, 0.8085, -0.2400, -0.2829, -0.0333, -0.2893, 0.0271, 0.0498, 0.0263, -0.2569, 0.7795, 0.1410, 0.1434, 0.1501, 0.1175, 0.1131, 0.0996, 0.1188, -0.0057, -0.0459, 0.0517, 0.1128, -0.0901, 0.0776, -0.2268, 0.0803, 0.0651, 0.0599, -0.2196, 0.0692, 0.0813, 0.0576, -0.2125, 0.0776, 0.0560, 0.0709, -0.1992, 0.0407, 0.0723, 0.0689, -0.1552, -0.3344, -0.0448, -0.0134, 0.0140, -0.0110, -0.0108, 0.1002, 0.1098, 0.1071, 0.1346, 0.1369, 0.1346, 0.1275